Computed, not measured: a cluster of 3 separate species, C3H11NO2 in total, with wB97M-V/def2-TZVPD.

Output
- Energy above the lowest of the compared OMol25 structures with the same formula, charge and spin: 223.21 kJ/mol
- Charge: 0
- SMILES: C=CCN.O.O
- Frontier orbital gap: 10.2 eV
- HOMO: -9.480 eV
- E: -326.04646 a.u.

Each line ends with the Mulliken charge.
Geometry (Å):
C -0.211 0.606 -0.695  -0.6510
C -0.708 -0.451 -0.001  -0.0519
C -1.039 -1.918 -0.539  -0.3955
N -1.529 -1.856 -2.045  -0.6427
H -0.529 1.505 -0.252  0.2243
H 0.473 0.641 -1.531  0.2704
H -1.184 -0.244 0.968  0.2134
H -1.837 -2.397 0.041  0.3153
H -0.211 -2.705 -0.434  0.2355
H -0.648 -1.655 -2.512  0.2387
H -1.700 -2.823 -2.319  0.2437
O 0.806 -3.116 4.490  -0.6481
H 0.589 -4.065 4.607  0.3249
H 0.054 -2.561 4.761  0.3230
O 2.144 6.344 -1.812  -0.6640
H 1.145 6.199 -1.891  0.3329
H 2.688 5.841 -1.138  0.3311

Computed, not measured: a cluster of 2 separate species, C3H11NO2 in total, with wB97M-V/def2-TZVPD.

Output
- Energy above the lowest of the compared OMol25 structures with the same formula, charge and spin: 86.43 kJ/mol
- Charge: +1
- Frontier orbital gap (spin up / spin down): 10.5 / 5.5 eV
- HOMO (spin up / spin down): -13.990 / -13.990 eV
- 2S+1: 2
- E: -325.79066 a.u.

Each line ends with the Mulliken charge.
Geometry (Å):
C -1.234 -0.574 0.429  -0.7149
O -0.237 -0.639 1.432  -0.4624
C -0.499 -0.149 -0.867  0.4893
C -1.502 0.574 -1.819  -1.2299
N 0.036 -1.283 -1.505  -0.1114
H -1.978 0.175 0.682  0.3062
H -1.669 -1.568 0.269  0.4703
H -0.432 -1.395 1.997  0.3169
H 0.343 0.493 -0.592  0.2079
H -1.135 0.675 -2.838  0.4052
H -2.414 -0.022 -1.865  0.3521
H -1.729 1.551 -1.385  0.3558
H -0.382 -2.209 -1.386  0.2952
H 1.006 -1.254 -1.811  0.3197
H 2.557 2.300 2.732  0.3269
H 2.477 1.798 1.297  0.2959
O 3.052 1.793 2.068  -0.6228